Entry 1:
Below is one molecule with the formula C34H35BF6O2S at a distorted geometry, with properties calculated with the ωB97M-V functional and the def2-TZVPD basis.

Geometry as XYZ:
```
79
C34H35BF6O2S (the ωB97M-V functional and the def2-TZVPD basis)
C 0.0165 -2.2347 2.0325
H 4.2467 -0.7664 4.0343
C 2.1789 3.6893 2.3386
C -3.5946 -0.1649 2.3409
C 3.2041 -0.3644 4.1287
C -0.2208 1.0287 0.9904
O -2.3848 0.6326 2.4696
H -4.5037 -2.8679 1.9642
C -4.6506 0.8525 1.9568
C -0.2496 -0.8982 2.6352
H -1.1561 -0.8962 3.3642
C 0.8743 -0.3985 3.4214
H 0.9005 -7.0703 1.4776
C 1.5743 1.0872 5.2152
H -5.6519 0.4053 1.9358
C 1.1503 -3.7978 0.5311
C 2.2185 -0.8043 3.2551
C -1.8588 1.3359 -0.9117
C 0.6680 0.4138 0.0247
H -0.4643 0.8762 4.5076
H -1.1815 -3.1145 3.5464
H 3.5562 2.1620 0.4743
C 0.5712 0.5811 4.3911
C 2.5153 1.8698 0.5971
C -2.6249 2.3679 -1.4670
C 0.4255 2.0450 1.7986
H -3.1530 -3.3938 0.8942
H 0.2338 -0.3266 -0.6312
B -1.4556 0.0752 1.5391
H -4.0924 4.5396 -1.8535
H -4.7713 -1.3458 3.7411
C 2.6718 0.2481 -1.3763
C 1.7022 2.4660 1.5869
H -4.4307 1.3203 0.9835
H -2.8093 -2.8726 2.5672
H -3.8578 -1.9151 -0.7547
H 1.3172 1.8812 5.9253
H -0.7948 -5.4656 2.8328
H -3.0507 2.4234 -2.4976
C 3.9349 1.0446 6.1391
H 4.1360 2.1206 5.9909
S -2.0984 3.0582 0.9353
H -3.0204 -1.2505 4.1460
C -3.3010 -1.2491 1.1970
F 1.9595 0.2923 -2.5490
O -1.9479 -0.9901 0.7654
C -0.6006 -3.3433 2.6462
H -3.0514 5.5138 -0.7507
C -0.3447 -4.6384 2.2439
H 1.8786 -3.9615 -0.2793
C -4.1462 -1.1258 -0.0483
C 0.9369 -2.4919 1.0167
F 1.4534 4.8127 2.0283
C -1.4882 1.5026 0.4267
F 3.8799 0.8287 -1.6288
H -4.5729 4.7558 -0.1240
C -3.4349 -2.6695 1.6763
C 0.5583 -4.9074 1.1908
C 0.8112 -6.3054 0.6820
C -2.9206 3.3802 -0.5840
C -3.7218 4.6319 -0.8189
H 2.4855 -1.5916 2.5127
H 3.6318 0.9150 7.1902
F 2.9093 -1.0896 -1.1307
H -4.0876 0.1572 4.3959
H 1.7264 -6.3614 0.0760
C 1.9354 0.8676 -0.2045
H -0.0193 -6.6385 0.0305
C -3.8783 -0.6972 3.7254
C 2.8749 0.5476 5.1838
F 3.4846 3.9843 2.0792
H -0.1950 2.5804 2.5157
F 2.0772 3.5366 3.6978
H 1.5942 -1.6858 0.6733
H -5.1974 -1.2558 0.1876
H 4.8788 0.5103 5.9900
H -3.9976 -0.1479 -0.5427
H -1.5909 0.4563 -1.5129
H -4.6544 1.6596 2.7025
```

The highest occupied orbital energy is -7.1 eV. Its net charge is 0. The LUMO energy is -1.21 eV. The value obtained for the energy above the lowest of the compared OMol25 structures with the same formula, charge and spin is 3.9 kcal/mol.


Entry 2:
Below is a 9-piece molecular cluster, C34H35F4N5 overall, with properties calculated with the ωB97M-V functional and the def2-TZVPD basis.

Geometry as XYZ:
```
78
C34H35F4N5 (the ωB97M-V functional and the def2-TZVPD basis)
H 2.4080 2.6405 0.2039
H 3.1400 -4.2575 -0.4592
H 8.2219 -0.4571 0.5570
H -2.5829 -0.4339 3.7507
N 3.6828 0.7474 2.3595
C -6.1961 1.0860 3.0203
H -3.1549 3.9322 1.9510
C -1.2196 0.7038 2.6472
H -6.3389 6.1487 0.0755
H -4.8662 1.5888 1.3988
H 2.3012 0.1378 -3.5422
C 3.4416 1.2282 1.3466
C 7.2819 -0.7178 0.0918
C -3.7079 4.5506 -1.3224
C 3.1570 1.8586 0.0692
C 1.2508 -4.0516 -1.4413
F -3.7793 -0.7236 1.0605
C 4.8222 -1.3840 -1.0350
C -3.6735 4.3279 1.0863
H -6.5753 2.0927 3.1396
C 5.3366 -2.1319 0.0207
H 3.1135 -5.0379 -4.6779
C 2.6076 -4.8010 -3.7522
C 3.2904 -4.6880 -2.5543
H 2.7541 1.1362 -0.6396
H -1.0717 1.4814 -1.3199
C 0.5507 -4.1849 -2.6270
C -5.2434 -1.5224 2.7133
H -7.4577 0.2093 4.5627
C 1.1080 1.8199 -3.9083
H 2.9354 1.2938 -4.7516
H 4.7838 -2.9948 0.3631
C 0.4386 -2.3864 1.8629
H 4.3582 -4.8676 -2.5450
F 5.1175 0.3668 -2.5801
H -2.9306 1.3029 3.7148
H -0.5157 -4.0086 -2.6501
H -5.2596 5.2988 2.1273
H -5.3275 5.6857 -2.1405
C 0.0961 -0.2534 -1.2521
C 1.2513 -4.5520 -3.7558
C -3.1285 4.0842 -0.1587
H 2.9875 1.6736 -3.0121
C 5.5734 -0.3339 -1.5079
H 1.7833 -0.9048 2.4337
C 2.6084 -4.3356 -1.3992
H -1.7439 0.0910 -2.2193
C -1.1953 0.4027 -1.3335
C 6.5546 -1.7937 0.5776
H -3.1965 4.3401 -2.2547
N 1.1122 -0.7850 -1.1983
C -6.2348 -1.2481 3.6371
C -4.8288 5.0828 1.1577
H -6.6372 -2.0313 4.2657
H 2.4138 -2.5444 2.5459
C -4.7563 -0.4692 1.9577
C -6.7030 0.0588 3.8015
H 2.2171 -1.7863 0.9452
N -0.6399 -2.7657 1.7821
H 3.8398 -1.5627 -1.4593
C -2.1403 0.5589 3.7706
H -1.5722 0.6972 4.6908
H 6.9354 -2.3670 1.4148
C -4.8693 5.3065 -1.2376
H 7.3651 0.8164 -1.4345
N 0.0797 2.3225 -3.9696
H 0.7551 -3.7664 -0.5240
C 6.7970 0.0089 -0.9915
H -1.7798 0.1120 -0.4597
C 2.4185 1.1885 -3.8002
H 4.0619 2.3235 -0.3185
N -0.4958 0.7613 1.7614
F 0.5774 -4.6810 -4.9231
H -4.8533 -2.5122 2.5144
C 1.7978 -1.8749 1.9447
C -5.2307 0.8163 2.0650
F -1.9942 3.3615 -0.2347
C -5.4264 5.5716 0.0021
```

The highest occupied orbital energy is -9.1 eV. Its net charge is 0. The LUMO energy is 0.63 eV. The structure (SMILES) is Fc1ccccc1.Fc1ccccc1.Fc1ccccc1.Fc1ccccc1.CC#N.CC#N.CC#N.CC#N.CC#N. The value obtained for the energy above the lowest of the compared OMol25 structures with the same formula, charge and spin is 0.0 kcal/mol.


Entry 3:
Below is a 7-piece molecular cluster, C34H35F7N7O5P overall, with properties calculated with the ωB97M-V functional and the def2-TZVPD basis.

Geometry as XYZ:
```
89
C34H35F7N7O5P (the ωB97M-V functional and the def2-TZVPD basis)
H -1.0096 3.2898 -0.7369
H 6.3445 -0.2871 -0.6183
H 7.3471 4.8195 -0.8431
H 0.0323 -7.9806 2.9657
H -6.7475 2.2309 -0.0930
F -6.1261 -1.9340 -3.1353
H 4.2892 0.5747 -3.8490
H 4.7400 6.9487 1.6430
H -0.4637 5.0020 -2.7559
C 1.7036 -5.6361 4.5992
F -7.2505 -1.8366 -0.9714
H 0.4904 -5.8907 1.6668
H -0.8683 -5.5590 -2.5674
C -0.3857 -2.3357 0.2109
O -3.3127 -0.4357 -0.4737
H 3.1121 2.8372 -2.8991
F -5.4103 -2.0829 0.1190
N 3.3030 0.3991 -0.7547
H 8.6833 -0.4724 0.2561
C 4.3989 5.2061 0.2749
C -7.5233 2.6229 0.5404
C 3.8886 -0.1855 -1.8442
F -3.7170 -2.6511 -3.5350
C 5.2803 4.5310 -0.5271
H 3.1766 -0.0416 0.1384
C -9.0641 4.0994 1.2152
H 5.1116 -2.6342 -0.0408
C 5.1272 6.2316 0.9388
H -9.6456 5.0044 1.1758
O 0.0582 -4.4689 -0.6468
C 7.0943 -3.1585 0.8549
F -6.0729 -0.1017 -0.4814
C -2.3622 6.2718 -0.4405
H 1.1120 -7.6345 5.4227
P -2.1880 -5.1807 -2.3254
F -4.7421 -0.3558 -2.6235
C -8.0996 2.1209 1.6762
C 0.9103 -2.3232 0.9658
H -7.8477 1.1858 2.1479
O -2.9989 -6.1557 -1.5697
C 6.7255 -1.1615 -0.1186
C 1.4772 -5.0973 3.3613
H 2.2259 -5.1557 5.4095
H 9.2068 -2.6597 1.3573
N 0.7871 -6.0170 2.6190
H 7.2929 6.7321 0.7736
H -2.5958 4.6482 0.9983
N -8.1155 3.8255 0.2680
C -1.2947 -1.3564 0.2603
C 2.9267 1.6776 -1.0612
C -0.6951 -3.5213 -0.6231
C 1.1207 -6.9329 4.6055
H -2.6523 -4.7974 -3.5884
C -6.0130 -1.3731 -0.8464
F -4.7615 -3.7908 -1.9818
H 1.7589 -4.1471 2.9450
H 1.3525 -3.3168 0.9360
C 6.4269 6.1464 0.5176
C 6.1283 -2.3570 0.1867
C -2.1815 5.0165 0.0745
C -2.8562 -2.5706 -1.3737
H 2.4496 2.3057 -0.3280
H 5.1329 3.6947 -1.1892
C -2.5712 -1.3807 -0.5143
C -5.2339 -1.5248 -2.2082
N 6.5100 5.1109 -0.3735
H 4.2575 -1.1960 -1.8014
H 6.9570 -4.1576 1.2328
C 3.8909 0.7324 -2.8606
H 1.5932 -1.6019 0.5074
O -1.1412 -0.2689 1.0505
C -1.9718 -3.5781 -1.4291
C -4.1260 -2.6231 -2.2290
C 8.2462 -2.4240 0.9329
N -1.6762 6.3427 -1.6225
C -1.0574 5.1489 -1.8701
N -1.0169 1.0526 0.2712
C 3.2762 1.9167 -2.3634
C 0.5638 -7.1369 3.3709
N 8.0122 -1.2134 0.3397
C -1.3516 4.3033 -0.8337
H -7.8869 4.4171 -0.5091
H -2.9174 7.1155 -0.0683
H 3.3474 4.9924 0.3745
C -9.0789 3.0588 2.1048
H 0.7227 -2.0156 1.9984
O -0.2119 0.9759 -0.5328
H -9.7195 2.9776 2.9669
H -1.6301 7.1503 -2.2157
```

The highest occupied orbital energy is -8.2 eV. Its net charge is 0. The LUMO energy is -2.54 eV. The structure (SMILES) is CC1=C(ON=O)C(=O)C(C(F)(F)C(F)(F)C(F)(F)F)=C([PH2]=O)C1=O.c1cc[nH]c1.c1cc[nH]c1.c1cc[nH]c1.c1cc[nH]c1.c1cc[nH]c1.c1cc[nH]c1.


Entry 4:
Below is C34H35IrN3O4S3 as an isolated structure at a distorted geometry, with properties calculated with the ωB97M-V functional and the def2-TZVPD basis.

Geometry as XYZ:
```
80
C34H35IrN3O4S3 (the ωB97M-V functional and the def2-TZVPD basis)
C -0.5139 -2.6971 3.4022
N 0.1534 1.5378 -0.1363
H -2.2943 -2.8805 -1.2413
H -2.1344 -0.2949 -3.0360
C -3.0166 -4.5226 -2.4332
H 3.0754 -0.0218 2.8108
C -2.6898 -3.9171 4.6374
H -3.5322 -4.3918 5.1147
C -1.0367 -3.2753 -2.9117
H 3.9100 -2.5177 -0.6789
H -0.9298 1.5792 -6.6891
C -1.6756 -5.0668 -4.3522
C -0.7932 -4.0500 -4.0329
C -1.8110 3.3545 3.8206
H 5.9019 0.6008 0.9610
H -3.4560 -6.1125 -3.7954
C -0.1176 2.6715 0.5267
C 0.1652 3.9174 -0.0300
C 0.4404 0.1544 -5.8722
H -1.4940 -5.6774 -5.2240
C -1.4256 -0.1638 -3.8394
C -1.6727 0.7206 -4.8753
C -1.8304 2.0529 4.3108
H 0.6505 -3.4891 5.0010
N 4.4152 -0.7429 0.3157
H 6.4439 -1.0374 0.5899
C 0.6919 -0.7310 -4.8367
C 1.0432 5.3085 -1.9334
H 5.5536 -0.7334 2.0808
H -1.2940 0.0221 3.8952
H 0.8978 0.6569 -1.8174
C 0.9758 2.7953 -1.9731
H -1.6153 4.8753 5.2826
C 0.6861 1.6033 -1.3467
H -3.9378 4.6865 5.8211
H 0.3228 5.4838 -2.7503
H -3.8746 -4.7058 -1.8046
H -1.2826 -4.5672 6.1193
H 0.0709 -3.8600 -4.6526
C -2.7811 -5.3082 -3.5497
S -2.0641 -1.8374 1.2867
C -1.2485 3.5745 2.5728
H -1.2527 4.5660 2.1509
C -2.4029 4.4758 4.6210
C -1.2916 1.0435 3.5375
Ir -0.0673 -0.5122 0.9170
H 1.6102 -1.2985 -4.8094
O 2.2100 -0.6150 0.0613
H 3.9948 -1.0822 -1.7072
O -3.4840 3.9715 5.3648
H -3.8423 -3.1887 2.9834
C 0.7169 3.9866 -1.2991
H 1.4104 2.7970 -2.9588
C -0.2423 -0.8806 -3.8262
H 4.0028 1.2527 1.9989
H 1.1681 0.2814 -6.6604
C -2.8704 -3.2398 3.4504
C 3.1474 0.5942 1.9171
H -2.5938 1.2844 -4.8890
H 5.4904 -1.8264 -1.0999
C -0.7384 0.8836 -5.8862
C 3.2166 -0.2959 0.7072
H 2.2389 1.1888 1.8559
N -0.7422 1.2556 2.3488
H -2.2818 1.8432 5.2638
S 0.1407 -1.9817 -2.4245
C -1.4210 -4.0111 5.2058
H 2.0461 5.2504 -2.3833
C -0.7123 2.5061 1.8567
H -2.7191 5.2820 3.9465
H -0.0123 4.8357 0.5008
C 5.6382 -0.4573 1.0299
O 0.9803 6.3357 -0.9767
H 1.2276 7.1710 -1.3869
O -0.5080 -1.3191 -1.2590
C -1.7916 -2.6204 2.8152
S 0.8840 -1.9662 2.6760
C 4.4582 -1.5914 -0.8604
C -2.1388 -3.5020 -2.1107
C -0.3448 -3.4102 4.5915
```

The highest occupied orbital energy (alpha / beta) is -8.9 / -8.9 eV. Its net charge is +1. The LUMO energy (alpha / beta) is -3.11 / -3.08 eV. The value obtained for the energy above the lowest of the compared OMol25 structures with the same formula, charge and spin is 49.0 kcal/mol.


Entry 5:
Below is C34H35N12Ti as an isolated structure at a distorted geometry, with properties calculated with the ωB97M-V functional and the def2-TZVPD basis.

Geometry as XYZ:
```
82
C34H35N12Ti (the ωB97M-V functional and the def2-TZVPD basis)
H 2.6566 -5.9292 -2.2881
C 1.9943 1.3552 3.2273
C -2.7280 0.7087 3.6724
N 0.5664 -3.1098 1.6519
C 1.5860 -2.2570 -1.8388
C 0.4104 4.3383 1.2007
C 0.7103 3.1863 0.4863
H -3.5289 -0.8285 0.2550
C -3.9979 0.2258 3.4120
C 2.6051 -2.7802 -1.0358
H 2.6202 3.2319 -0.5041
H 2.7065 3.0752 1.2490
C -2.2686 -2.6454 -1.4248
C 2.0102 -0.0215 -3.6340
C 3.3095 -1.9593 0.0121
C -0.4212 1.2939 3.0705
H -1.3956 2.9196 4.0468
H -0.8550 -3.1648 -3.9324
C 0.8744 2.5526 -2.7170
H 1.9333 2.8117 -2.7786
C -1.9694 0.0773 1.4413
C -0.9708 -3.7209 0.3122
C 0.9980 -3.0171 -2.8567
C -0.3421 2.4938 -0.1290
Ti -0.4279 -0.5866 0.1255
C -1.6568 2.9466 -0.0741
C 1.9506 2.4953 4.0101
C -0.8948 4.7919 1.2980
C -0.4374 2.4644 3.8353
H 3.2394 -0.8887 -0.1887
C -0.0124 -2.4806 -3.8353
H 0.3275 3.3974 -2.3076
H 0.4456 -2.3887 -4.8238
N 0.9748 -0.3549 1.8404
H -3.2477 2.9935 -1.4900
C 0.7203 3.0648 4.2981
N -0.5901 -4.8022 0.9677
C -2.7883 2.2789 -0.8033
H -4.7595 0.2593 4.1808
C -1.9099 4.1022 0.6600
N -3.1297 -2.6917 -2.4232
N -2.2766 -0.7019 -2.3068
H -0.4194 -1.5143 -3.5586
N -0.2845 -2.6412 0.6912
C 2.1534 2.7619 0.3666
N 1.1015 -0.9340 -1.5263
H 3.7663 -4.5125 -0.5909
N 0.3821 -4.3697 1.7895
C 1.4001 -4.3438 -2.9908
N -1.7188 -1.4356 -1.3015
H -2.5006 1.1048 4.6540
C 2.3710 -4.8918 -2.1748
H 2.8668 2.9347 4.3833
H -5.2687 -0.6829 1.9383
H 0.6612 3.9763 4.8791
C -1.7258 0.6653 2.6963
H 2.2747 1.6833 0.2599
H -2.4815 1.4073 -1.3768
H -3.5560 1.9564 -0.0989
H 1.9128 -0.3247 1.4533
C 2.9856 -4.1010 -1.2193
N -1.9618 -3.7219 -0.6349
H 1.3192 0.1080 -4.4702
C 1.2593 0.0342 -2.3442
H 0.9328 -4.9487 -3.7589
C 0.8320 0.7757 2.7341
C -4.2776 -0.3084 2.1641
H -2.4070 -4.5995 -0.8418
H -1.1184 5.6830 1.8707
H 2.8947 -2.1773 0.9983
C -3.2740 -0.3875 1.2106
N 0.0031 1.2569 -0.8018
H 2.7371 0.7905 -3.6829
H 1.2135 4.8727 1.6939
N -3.1168 -1.4418 -2.9326
H 0.5277 2.3608 -3.7344
H 4.3684 -2.2165 0.0384
H 2.5224 -0.9727 -3.7475
H 2.9491 0.9033 2.9759
C 0.6631 1.3246 -1.8955
H 0.9126 -1.2713 2.3063
H -2.9307 4.4619 0.7173
```

The highest occupied orbital energy (alpha / beta) is -7.9 / -8.1 eV. Its net charge is 0. The LUMO energy (alpha / beta) is -1.01 / -1.26 eV. The spin multiplicity is 2. The value obtained for the energy above the lowest of the compared OMol25 structures with the same formula, charge and spin is 0.0 kcal/mol.


Entry 6:
Below is C34H35N4O2S2SiV as an isolated structure, with properties calculated with the ωB97M-V functional and the def2-TZVPD basis.

Geometry as XYZ:
```
79
C34H35N4O2S2SiV (the ωB97M-V functional and the def2-TZVPD basis)
H -1.5724 1.9013 -0.9492
H 6.0391 0.4645 -1.6619
H -0.6871 -3.1217 -0.7821
H 0.1742 0.8496 5.0635
C 1.4411 -3.8364 2.8744
H -5.1049 -1.0618 -2.7251
C 0.8684 4.6665 0.7549
H -4.7726 1.1870 -3.6952
H -3.6854 -1.8307 -0.8700
H 0.1084 4.9001 -3.1910
H 2.0955 -4.6891 3.0674
C -4.1397 0.8468 -2.8852
H -2.2972 -6.1407 1.7871
C -2.1303 2.5090 3.2195
C -1.4445 -4.7345 0.4068
H -1.2184 2.8944 5.1239
H -1.0219 3.7411 -3.8498
V 1.1640 0.3482 -1.3648
C 5.5884 -0.2391 -0.9639
C 2.1740 -2.7787 2.1042
N 0.5454 1.5935 -2.7370
H -0.3360 1.8040 -4.5886
C -2.1982 1.6513 2.1289
N 0.1281 1.1500 -3.9755
H -3.0641 -4.3962 3.3610
C -2.3476 1.2416 -1.3311
H 2.4329 -1.4593 3.7738
C -1.6339 -2.3927 1.0117
C 0.2034 -0.1518 -4.2719
C -2.5419 -4.1176 2.4544
H 1.4168 1.4106 1.5144
C 0.4493 2.9012 -2.5089
C 1.1423 3.5357 1.5461
C -1.2681 2.2301 4.2705
C 2.6075 -1.6036 2.7146
H -2.7563 3.3916 3.2517
N -0.2884 -0.5374 -5.4505
C 3.2222 -0.6028 1.9797
C 0.6697 4.5108 -0.5871
H 0.0599 -0.6602 3.1186
C 2.4246 -2.9602 0.7415
H 1.0866 -3.4583 3.8327
H -3.0116 2.6715 -2.7867
C -2.5258 -0.0248 -0.7629
H -2.8851 1.8786 1.3213
C -3.5251 -0.8433 -1.2887
H -0.8170 0.0797 -6.0439
H 5.3381 -1.1748 -1.4610
C -1.4030 0.5090 2.0620
C -2.3014 -2.7779 2.1751
C 0.0236 3.8813 -3.5551
H 3.2425 -2.1260 -1.0610
C -0.5532 0.2348 3.1397
H 0.6508 3.8135 -4.4482
H -1.1113 -5.4981 -0.2856
C 3.4513 -0.8049 0.6263
H -0.2873 -1.5195 -5.6659
Si -1.3303 -0.6064 0.5592
C 0.7400 3.2211 -1.1551
C 3.0603 -1.9842 -0.0001
N 1.0458 2.1382 -0.3872
O 0.1692 -0.4827 -0.1023
C -3.1455 1.6760 -2.3792
C -0.4832 1.0823 4.2343
O 3.2044 0.5854 -1.5710
H 0.8076 5.6470 1.2069
S 4.0979 0.5264 -0.3459
H 0.4432 5.3619 -1.2122
H 6.2560 -0.4131 -0.1209
H -2.6468 -2.0228 2.8716
C -1.2107 -3.3951 0.1304
S 0.9183 -1.2696 -3.2184
C 1.2245 2.3143 0.9472
H 2.0910 -3.8709 0.2593
H 0.5829 -4.1948 2.3077
H 3.5217 0.3266 2.4497
C -4.3277 -0.4144 -2.3393
C -2.1110 -5.0965 1.5719
H 1.2742 3.6166 2.6154
```

The highest occupied orbital energy (alpha / beta) is -9.0 / -8.9 eV. Its net charge is +1. The LUMO energy (alpha / beta) is -2.74 / -2.95 eV. The spin multiplicity is 2. The value obtained for the energy above the lowest of the compared OMol25 structures with the same formula, charge and spin is 0.0 kcal/mol.